C36H43N3O4 | the ωB97M-V functional and the def2-TZVPD basis

Computed properties:
- Calculated total energy: -1862.7603 hartree
- Frontier orbital gap: 4.38 eV
- 2S+1: 1
- Relative energy (zero: lowest compared OMol25 entry of this formula, charge and spin): 8.63 kcal per mole
- Largest force on an atom: 3.42 eV/Å
- LUMO energy: -1.8 eV
- HOMO level: -6.16 eV

Each line ends with the Löwdin charge.
Element x y z (Å)
C -5.558 0.966 5.177  -0.0892
N -5.417 1.420 3.811  -0.2616
C -6.668 1.518 3.085  -0.0889
C -4.175 1.472 3.165  -0.2760
C -3.626 0.319 2.567  -0.0089
C -2.426 0.404 1.881  -0.0377
C -1.769 1.627 1.757  -0.1785
C -0.491 1.727 0.953  -0.1573
C 0.742 1.370 1.647  -0.0960
C 1.198 2.473 2.507  -0.4488
O 0.812 3.624 2.400  0.0566
O 2.026 2.152 3.567  0.0539
C 2.855 1.002 3.350  -0.5508
C 3.895 1.258 2.272  0.0031
C 3.538 0.731 4.692  0.0060
O 2.021 -0.129 3.039  0.0597
C 0.949 0.055 2.200  -0.4384
O 0.204 -0.903 2.035  0.0153
C -2.278 2.765 2.379  -0.0267
C -3.464 2.694 3.086  -0.0054
H -4.576 0.907 5.661  0.0909
H -6.192 1.674 5.729  0.0753
H -6.042 -0.022 5.217  0.0736
H -6.479 1.868 2.064  0.0880
H -7.177 0.541 3.051  0.0740
H -7.327 2.231 3.602  0.0758
H -4.153 -0.633 2.640  0.1118
H -1.970 -0.497 1.479  0.0894
H -0.576 1.058 0.114  0.0286
H -0.343 2.749 0.594  0.1268
H 3.423 1.481 1.308  0.0841
H 4.512 2.111 2.591  0.0963
H 4.534 0.370 2.183  0.0905
H 2.784 0.593 5.471  0.0938
H 4.161 -0.162 4.617  0.0866
H 4.163 1.591 4.951  0.0907
H -1.699 3.688 2.327  0.1110
H -3.877 3.575 3.576  0.1106
C 4.006 -5.691 -1.579  -0.0391
N 2.743 -5.531 -0.891  -0.1181
C 2.534 -6.495 0.167  -0.1657
C 1.104 -6.505 0.683  -0.1635
C 0.622 -5.090 0.990  -0.1343
C 0.962 -4.119 -0.094  -0.1334
C 1.945 -4.444 -1.076  -0.1325
C 2.105 -3.576 -2.191  -0.0018
C 1.456 -2.366 -2.236  -0.0036
C 0.677 -1.909 -1.127  -0.1719
C 0.142 -0.602 -1.011  0.0939
C 0.307 0.428 -1.994  -0.1879
C -0.743 1.344 -2.297  0.0404
C -0.651 2.278 -3.312  -0.1334
C 0.535 2.332 -4.106  -0.1416
N 0.607 3.182 -5.172  -0.1289
C 1.845 3.363 -5.900  -0.0513
C -0.374 4.217 -5.414  -0.1691
C -1.774 3.789 -5.010  -0.1655
C -1.796 3.196 -3.603  -0.1406
C 1.619 1.481 -3.772  0.0000
C 1.529 0.603 -2.714  -0.0207
C 0.376 -2.878 -0.127  0.0507
H 4.253 -4.806 -2.171  0.0784
H 4.812 -5.856 -0.847  0.1004
H 3.974 -6.567 -2.244  0.1008
H 2.813 -7.484 -0.226  0.1283
H 3.225 -6.263 0.999  0.1377
H 0.446 -6.964 -0.064  0.1220
H 1.062 -7.117 1.587  0.1171
H -0.466 -5.097 1.135  0.1281
H 1.059 -4.744 1.940  0.1368
H 2.748 -3.879 -3.020  0.1075
H 1.565 -1.743 -3.120  0.1082
H -0.696 -0.577 -0.318  0.1088
H -1.676 1.284 -1.727  0.1405
H 2.303 2.399 -6.148  0.0845
H 1.616 3.893 -6.833  0.0897
H 2.574 3.961 -5.326  0.1070
H -0.093 5.129 -4.854  0.1391
H -0.335 4.458 -6.484  0.1202
H -2.433 4.660 -5.058  0.1165
H -2.150 3.047 -5.725  0.1205
H -2.734 2.646 -3.461  0.1229
H -1.805 4.018 -2.869  0.1332
H 2.532 1.515 -4.368  0.0996
H 2.407 0.023 -2.431  0.1210
H -0.310 -2.610 0.674  0.1207